(1)
Entry from the Open Molecules 2025 dataset: the molecule C17H31NO5 (ωB97M-V/def2-TZVPD).

```
54
Properties=species:S:1:pos:R:3:forces:R:3
C -6.33032 -1.01702 1.74926 -0.02 0.03 -0.26
C -5.70577 -0.56258 0.43579 0.15 0.02 0.32
C -4.30074 -0.00067 0.63837 -0.25 -0.03 -0.46
C -3.67238 0.46613 -0.67219 0.21 0.08 0.45
C -2.26174 1.01399 -0.46529 -0.23 -0.04 -0.45
C -1.65578 1.51803 -1.77351 0.26 -0.13 0.24
C -0.16331 1.84365 -1.69321 -0.19 0.24 -0.10
C 0.18963 2.99932 -0.74869 0.29 -0.38 0.16
C 0.54552 2.54531 0.66587 -0.58 0.34 0.01
H 0.73374 3.41115 1.30658 0.00 -0.14 -0.03
H -0.23362 1.91917 1.10586 0.12 0.15 -0.02
O 1.76536 1.79789 0.63313 0.13 0.17 -0.17
C 1.71996 0.49140 0.87030 -0.06 -0.47 0.22
O 0.73133 -0.11098 1.20569 0.05 0.01 -0.01
C 3.09092 -0.16396 0.67227 0.20 -0.03 -0.12
N 3.01798 -1.51864 0.15556 -0.12 0.17 0.15
C 2.14708 -1.70168 -0.99610 0.06 -0.37 -0.18
H 2.36732 -0.94304 -1.74838 -0.04 0.01 -0.06
C 2.41966 -3.08895 -1.58010 -0.05 0.35 -0.22
O 2.16987 -4.09998 -0.63421 -0.17 -0.07 -0.01
C 2.95847 -3.90786 0.51577 0.12 0.14 0.40
C 2.70998 -2.53671 1.14846 -0.01 -0.41 -0.11
H 3.37161 -2.41055 2.00776 -0.01 -0.02 0.03
H 1.66494 -2.47309 1.48451 0.08 0.00 0.03
H 2.68916 -4.70649 1.20875 0.07 0.05 0.00
H 4.02425 -3.99252 0.25288 -0.07 -0.02 0.05
H 1.75839 -3.28887 -2.42486 0.07 0.05 0.01
H 3.46783 -3.13889 -1.91291 -0.09 0.01 -0.01
H 1.08378 -1.63982 -0.71668 0.07 0.06 -0.05
H 3.54783 -0.22133 1.66832 -0.11 0.03 -0.13
C 4.00703 0.69008 -0.21646 -0.10 0.03 0.32
C 4.30859 2.04529 0.37535 0.10 0.22 -0.53
O 4.39048 3.06579 -0.25036 0.05 0.15 -0.10
O 4.53698 1.99230 1.69460 0.10 -0.26 0.66
H 4.73909 2.87920 2.03174 -0.05 -0.04 -0.31
H 4.95161 0.15451 -0.33373 -0.03 0.00 0.01
H 3.57547 0.84839 -1.20418 0.07 0.06 0.06
H 1.05635 3.53617 -1.13956 -0.05 0.10 0.02
H -0.64354 3.70047 -0.68747 -0.03 0.11 0.02
H 0.38095 0.94695 -1.39007 0.07 -0.08 -0.07
H 0.17688 2.10089 -2.69884 0.07 -0.06 0.01
H -1.78968 0.74802 -2.53789 -0.08 0.01 -0.06
H -2.19975 2.40568 -2.10639 -0.05 0.02 -0.09
H -2.30791 1.83072 0.25803 0.05 0.01 0.13
H -1.62920 0.22747 -0.04826 0.07 0.02 0.11
H -4.30001 1.24195 -1.11867 -0.06 0.00 -0.09
H -3.63663 -0.37161 -1.37278 -0.02 -0.01 -0.09
H -4.34694 0.83918 1.33612 0.04 0.02 0.09
H -3.66605 -0.76768 1.08780 0.05 -0.01 0.10
H -6.33788 0.20293 -0.02079 -0.01 -0.01 -0.09
H -5.65969 -1.40747 -0.25518 -0.02 0.02 -0.09
H -7.32861 -1.41537 1.58262 -0.10 -0.06 0.09
H -6.40507 -0.18344 2.44448 -0.03 0.06 0.12
H -5.72340 -1.79283 2.21089 0.03 -0.09 0.10
```
Positions in Å, forces in eV/Å.

Results
DFT total energy	-29860.3107	eV
gap between HOMO and LUMO	0.347	Ha
SMILES string	CCCCCCCCCOC(=O)[C@H](CC(=O)O)N1CCOCC1
HOMO energy	-8.83	eV
relative energy (zero: lowest compared OMol25 entry of this formula, charge and spin)	15.8	kJ/mol


(2)
Entry from the Open Molecules 2025 dataset: a cluster of 2 separate species, C17H32BF2NO6 in total (ωB97M-V/def2-TZVPD).

```
59
Properties=species:S:1:pos:R:3:forces:R:3
C -3.60459 -2.10884 1.45474 -1.29 0.04 0.10
O -3.39811 -3.53986 1.49200 0.97 0.39 0.41
C -2.01246 -3.85431 1.63990 1.37 0.13 -0.25
C -1.15652 -3.41627 0.34480 -0.36 0.14 1.07
C -0.36238 -2.11422 0.74607 -0.02 0.10 0.38
C 0.06043 -1.13035 -0.41630 -0.54 0.44 0.40
C 0.01358 -1.65758 -1.89804 0.08 0.66 -0.86
C 1.32994 -2.34114 -2.45256 0.14 -0.07 -0.37
C 2.60601 -2.26474 -1.53296 1.38 -0.39 -1.18
C 3.60664 -1.07604 -1.94494 -0.21 -0.50 1.17
C 3.10420 0.29925 -1.33682 0.73 0.35 -0.18
C 3.52971 0.36590 0.19994 -0.66 -0.02 -0.27
C 2.47249 1.07279 1.14639 1.78 -1.17 1.22
N 1.92452 2.38043 0.62215 -0.62 -0.20 1.29
C 0.41934 2.35161 0.72943 -2.57 3.71 -0.59
C -0.10616 3.93607 0.51144 1.18 -0.20 -2.88
C 0.43489 4.63971 -0.86820 -2.84 -1.66 3.60
O -1.02437 4.15435 -0.62801 3.98 0.73 1.60
H -4.71499 -1.94258 1.63475 1.30 -0.30 -0.30
H -3.06415 -1.55637 2.27502 -0.34 -0.82 -0.88
H -3.36417 -1.67650 0.44343 -0.02 -0.41 1.08
H -1.56117 -3.28015 2.51928 -0.71 -0.69 -0.82
H -1.82705 -4.95373 1.85988 -0.88 1.23 -0.38
H -0.41094 -4.22515 0.08614 -1.01 0.76 -0.04
H -1.92905 -3.25356 -0.47252 1.20 -0.22 0.82
H 0.53609 -2.44217 1.37148 -0.89 0.30 -0.91
H -1.00124 -1.51410 1.46779 0.90 -0.84 -1.06
H -0.65585 -0.24357 -0.36023 0.75 -1.30 -0.12
H 1.07338 -0.69167 -0.12979 -1.32 -0.76 -0.77
H -0.18361 -0.74368 -2.55518 0.23 -1.09 0.84
H -0.85832 -2.34651 -2.13893 0.99 0.93 0.77
H 1.12914 -3.42177 -2.74530 0.22 1.27 0.60
H 1.60318 -1.83186 -3.43686 -0.32 -0.67 1.20
H 2.42737 -2.22203 -0.42362 -0.13 -0.10 -1.13
H 3.20940 -3.21557 -1.71627 -0.80 1.10 0.34
H 3.81776 -1.03676 -3.05077 -0.56 -0.01 1.10
H 4.59726 -1.34216 -1.44640 -1.04 0.58 -0.65
H 1.98863 0.45586 -1.49465 1.33 -0.35 0.18
H 3.63949 1.14624 -1.86136 -0.62 -0.78 0.39
H 4.53424 0.89138 0.28696 -1.22 -0.73 -0.05
H 3.64226 -0.70500 0.56339 -0.09 1.43 -0.18
H 1.61268 0.40993 1.45026 0.88 0.80 -0.72
H 3.01972 1.31810 2.11513 -0.79 -0.23 -1.16
H 2.26768 2.64798 -0.30863 -0.36 -0.38 0.14
H 2.21990 3.13759 1.26240 -0.03 -0.39 -0.53
H 0.05993 2.11271 1.76738 0.78 -0.43 -1.08
H -0.08520 1.76984 -0.08755 0.87 0.22 0.97
H -0.19641 4.60896 1.46234 -0.16 -1.39 -1.90
H 0.59029 5.72416 -0.64239 -0.18 -1.06 -1.09
H 0.98488 4.02303 -1.62420 -0.62 0.93 0.71
B -4.08795 2.50752 -0.21122 -1.68 1.19 -2.01
O -3.84334 3.14704 1.09739 0.70 -0.76 0.46
C -3.06784 2.33488 1.79938 -0.94 2.41 1.22
O -2.67466 2.55914 2.91943 0.38 -0.27 -0.21
C -2.76467 1.13186 0.99861 0.05 -1.78 -1.69
O -2.07959 0.19651 1.34763 0.16 1.03 0.19
O -3.35639 1.22273 -0.17990 0.66 -0.22 0.95
F -3.58779 3.32770 -1.25905 -0.37 -0.74 0.83
F -5.47604 2.27493 -0.39233 1.16 0.10 0.22
```
Positions in Å, forces in eV/Å.

Results
DFT total energy	-38033.8487	eV
gap between HOMO and LUMO	0.298	Ha
HOMO energy	-9.13	eV
relative energy (zero: lowest compared OMol25 entry of this formula, charge and spin)	184.5	kJ/mol